1.
Density functional theory data (ωB97M-V/def2-TZVPD) for C23H28B2BaF4IN8O4S4Sb as an isolated structure at a distorted geometry.

Structure (XYZ):
```
76
Properties=species:S:1:pos:R:3:lowdin_charge:R:1
Ba -0.76 0.12 -0.29 1.766
C -1.60 -4.39 1.26 -0.023
C -1.79 -3.07 0.57 -0.276
N -1.85 -1.95 1.20 -0.010
O -1.72 -2.05 2.53 0.028
B -2.19 -0.91 3.40 -1.055
F -1.40 -0.91 4.53 0.155
F -3.54 -1.19 3.73 0.093
O -2.09 0.52 2.88 -0.044
N -2.41 0.84 1.56 -0.521
C -3.84 0.99 1.20 -0.584
C -4.90 0.79 2.24 -0.075
C -4.19 0.60 -0.25 -0.301
N -3.21 0.46 -1.04 -0.087
O -3.48 0.17 -2.35 0.034
B -2.23 -0.26 -3.09 -1.086
F -1.14 0.54 -2.61 -0.130
F -2.43 -0.13 -4.44 0.168
O -1.92 -1.72 -2.82 0.026
N -1.73 -1.87 -1.47 -0.129
C -1.91 -3.01 -0.95 -0.263
C -2.23 -4.25 -1.73 -0.014
C -5.62 0.51 -0.67 -0.011
H -1.20 -4.23 2.25 0.080
H -0.91 -5.02 0.69 0.078
H -2.55 -4.93 1.34 0.084
H -4.50 1.01 3.23 0.081
H -5.24 -0.25 2.25 0.091
H -5.74 1.45 2.02 0.086
H -2.58 -3.97 -2.72 0.076
H -2.98 -4.85 -1.21 0.079
H -1.33 -4.86 -1.84 0.088
H -6.26 0.19 0.15 0.067
H -5.71 -0.17 -1.52 0.082
H -5.95 1.50 -1.01 0.078
I 1.53 2.24 1.08 0.958
C 2.18 0.81 2.48 -0.609
C 2.77 1.30 3.60 -0.190
C 3.30 0.40 4.56 -0.114
C 3.25 -0.94 4.34 -0.066
C 2.65 -1.46 3.16 -0.185
C 2.65 -2.86 2.90 -0.080
C 2.10 -3.34 1.75 -0.114
C 1.45 -2.46 0.84 -0.189
C 1.36 -1.09 1.03 -0.270
C 2.04 -0.60 2.20 -0.261
H 2.84 2.37 3.76 0.071
H 3.75 0.79 5.47 0.087
H 3.67 -1.64 5.06 0.098
H 3.12 -3.53 3.62 0.091
H 2.14 -4.40 1.54 0.084
H 1.01 -2.91 -0.05 0.072
S -1.98 6.05 0.81 -0.233
Sb -2.23 4.65 -0.89 -0.090
S -2.89 2.56 1.39 0.846
S -0.38 3.81 -1.82 -0.154
S -4.23 4.16 -1.72 -0.190
C 5.65 2.06 -2.27 -0.080
C 4.68 2.96 -3.04 -0.418
C 3.87 3.83 -2.09 -0.077
C 3.78 2.15 -3.97 -0.115
N 3.01 1.12 -3.29 -0.110
C 1.89 1.24 -2.59 -0.208
N 1.57 0.09 -2.07 -0.028
N 2.54 -0.77 -2.48 -0.001
N 3.42 -0.16 -3.21 0.043
H 6.34 2.67 -1.69 0.075
H 6.23 1.41 -2.94 0.074
H 5.11 1.41 -1.58 0.081
H 5.26 3.61 -3.71 0.128
H 3.32 3.22 -1.37 0.024
H 3.15 4.46 -2.62 0.079
H 4.53 4.48 -1.51 0.080
H 4.35 1.64 -4.75 0.119
H 3.06 2.81 -4.46 0.129
H 1.32 2.16 -2.50 0.013
```

Results
- Energy: -4237.93058 Ha
- Charge: -2
- Energy relative to the best compared isomer or geometry (same formula, charge and spin): 31.7 kcal/mol

***

2.
Density functional theory data (ωB97M-V/def2-TZVPD) for C23H28BBrN7O3PbS2 as an isolated structure.

Structure (XYZ):
```
66
Properties=species:S:1:pos:R:3:nbo_charge:R:1
Pb -0.25 0.21 0.52 1.394
B 2.81 1.78 2.02 0.189
N 2.18 0.71 2.97 -0.285
C 2.50 0.46 4.25 -0.019
C 1.61 -0.48 4.75 -0.377
C 0.76 -0.76 3.67 -0.035
N 1.11 -0.03 2.61 -0.393
N 3.30 1.05 0.73 -0.293
C 4.55 0.83 0.30 -0.028
C 4.47 0.15 -0.91 -0.380
C 3.09 0.01 -1.13 -0.053
N 2.40 0.57 -0.14 -0.339
H 3.77 2.24 2.60 -0.063
H 1.98 2.60 1.73 -0.048
H 3.33 0.96 4.70 0.211
H 1.59 -0.91 5.74 0.215
H -0.08 -1.43 3.60 0.238
H 5.39 1.15 0.88 0.209
H 5.28 -0.20 -1.52 0.213
H 2.57 -0.51 -1.92 0.209
O -3.43 -2.30 1.46 -0.684
C -2.21 -2.30 1.29 0.781
O -1.43 -1.35 1.67 -0.913
C -1.55 -3.51 0.69 -0.098
C -1.99 -4.74 1.18 -0.187
C -1.43 -5.94 0.75 -0.258
C -0.41 -5.90 -0.19 -0.217
C 0.02 -4.68 -0.70 -0.226
C -0.54 -3.47 -0.27 -0.147
S 0.05 -2.01 -1.08 -0.513
H -2.80 -4.74 1.89 0.218
H -1.79 -6.88 1.15 0.198
H 0.04 -6.82 -0.54 0.198
H 0.80 -4.66 -1.44 0.209
O -4.38 2.52 5.67 -0.661
C -3.78 2.20 4.49 0.346
C -4.08 1.05 3.78 -0.347
C -3.42 0.81 2.59 0.088
N -2.51 1.65 2.09 -0.484
C -2.25 2.74 2.78 0.184
Br -0.92 3.89 2.06 0.070
C -2.84 3.09 3.99 -0.348
H -4.98 1.80 5.91 0.479
H -4.80 0.33 4.15 0.215
H -3.60 -0.10 2.03 0.259
H -2.57 3.99 4.51 0.237
C 1.25 -0.72 -4.60 -0.620
C -0.16 -0.17 -4.61 -0.219
N -0.64 0.27 -3.31 -0.627
C -1.19 1.46 -3.04 0.317
S -2.35 1.68 -1.84 -0.257
N -0.78 2.53 -3.80 -0.637
C 0.64 2.80 -4.03 -0.227
C 0.92 3.31 -5.43 -0.608
H 1.51 -1.12 -5.58 0.205
H 1.34 -1.52 -3.86 0.237
H 1.98 0.05 -4.35 0.201
H -0.85 -0.95 -4.97 0.198
H -0.26 0.66 -5.31 0.201
H -0.88 -0.47 -2.65 0.448
H -1.30 3.35 -3.51 0.402
H 1.21 1.89 -3.82 0.211
H 0.99 3.53 -3.29 0.196
H 0.63 2.58 -6.18 0.203
H 1.99 3.52 -5.55 0.210
H 0.37 4.23 -5.62 0.203
```

Results
- Energy: -5090.56663 Ha
- Charge: -1

***

3.
Density functional theory data (ωB97M-V/def2-TZVPD) for C23H28BrLaN2 as an isolated structure at a distorted geometry.

Structure (XYZ):
```
55
Properties=species:S:1:pos:R:3:lowdin_charge:R:1
La 0.54 0.59 0.09 1.820
C -0.21 -1.69 1.63 -0.356
C 0.86 -1.07 2.36 -0.414
C 2.09 -1.48 1.84 -0.307
C 1.85 -2.33 0.73 -0.282
C 0.43 -2.46 0.65 -0.298
C -0.30 -3.51 -0.20 -0.031
C 2.88 -3.08 -0.04 -0.060
C 3.42 -1.36 2.54 -0.051
C 0.70 -0.40 3.66 -0.058
C -1.66 -1.77 1.99 -0.035
H -0.14 -4.48 0.29 0.096
H 0.12 -3.52 -1.19 0.032
H -1.36 -3.25 -0.17 0.062
H 2.37 -3.61 -0.91 0.080
H 3.46 -3.77 0.57 0.078
H 3.62 -2.43 -0.55 0.071
H 4.14 -1.82 1.88 0.052
H 3.47 -1.77 3.57 0.098
H 3.92 -0.39 2.60 0.067
H 0.33 -1.11 4.39 0.086
H -0.04 0.46 3.69 0.085
H 1.65 0.01 3.98 0.067
H -2.20 -0.85 1.95 0.063
H -1.82 -2.11 3.01 0.080
H -2.15 -2.51 1.36 0.065
C -1.83 2.82 2.45 -0.087
C -2.58 3.21 1.24 -0.244
C -3.65 4.08 1.33 -0.076
C -4.41 4.45 0.22 -0.121
C -4.07 3.88 -0.96 -0.096
C -3.02 2.95 -1.16 -0.218
C -2.82 2.34 -2.55 -0.065
C -2.22 2.64 -0.04 -0.403
N -1.12 1.89 -0.06 -0.391
H -2.42 2.98 3.36 0.079
H -0.92 3.45 2.52 0.088
H -1.50 1.78 2.35 0.027
H -4.01 4.37 2.28 0.083
H -5.32 4.99 0.37 0.085
H -4.75 4.07 -1.76 0.087
H -3.56 2.83 -3.22 0.072
H -2.93 1.28 -2.63 0.047
H -1.76 2.61 -2.82 0.074
Br 2.68 -3.61 -4.62 0.741
C 2.52 -1.82 -3.91 -0.627
C 3.36 -0.80 -4.37 -0.083
C 3.06 0.53 -4.01 -0.036
C 2.00 0.76 -3.14 -0.159
N 1.25 -0.24 -2.66 -0.012
C 1.56 -1.50 -2.97 -0.187
H 4.17 -1.17 -4.98 0.102
H 3.60 1.37 -4.42 0.112
H 1.82 1.80 -2.85 0.112
H 0.86 -2.25 -2.68 0.088
```

Results
- Energy: -3608.26517 Ha
- Charge: 0
- Energy relative to the best compared isomer or geometry (same formula, charge and spin): 27.9 kcal/mol

***

4.
Density functional theory data (ωB97M-V/def2-TZVPD) for a 2-piece molecular cluster, C23H28Cl3INO3S2 overall at a distorted geometry.

Structure (XYZ):
```
61
Properties=species:S:1:pos:R:3:nbo_charge:R:1
C 3.21 0.22 2.74 -0.460
C 2.19 1.01 1.99 -0.231
C 1.11 0.28 0.95 -0.042
Cl 0.89 1.66 -0.31 0.017
C -0.19 0.08 1.93 -0.178
I -0.15 1.23 3.85 0.279
C -1.70 0.41 1.40 -0.496
C -2.76 -0.83 1.50 -0.438
C -3.87 -0.57 0.28 -0.534
S -4.91 0.97 0.51 -0.038
C 0.20 -1.42 2.48 0.278
N 1.11 -2.07 1.64 -0.404
C 1.58 -3.44 2.08 0.059
Cl 3.34 -3.71 2.72 0.029
C 0.72 -4.69 2.09 0.076
C -0.85 -4.66 1.62 -0.693
Cl 1.40 -6.35 2.65 0.066
C 1.52 -1.22 0.42 0.133
C 2.99 -1.49 -0.25 -0.553
C 3.78 -0.15 -0.77 0.399
O 3.52 0.50 -1.93 -0.509
C 0.54 -1.36 -0.92 -0.440
C 0.12 -2.94 -1.23 -0.446
C -0.05 -3.27 -2.83 -0.542
S 1.41 -2.81 -3.90 -0.048
H 4.35 0.43 2.50 0.248
H 2.82 -0.56 3.53 0.218
H 2.20 2.20 2.13 0.275
H -1.76 0.82 0.30 0.257
H -2.14 1.28 2.09 0.275
H -3.42 -0.83 2.49 0.247
H -2.28 -1.87 1.26 0.193
H -3.21 -0.46 -0.71 0.214
H -4.49 -1.57 0.17 0.255
H -4.09 2.07 0.08 0.153
H -0.22 -1.92 3.46 0.296
H -1.36 -3.69 2.03 0.229
H -1.02 -4.86 0.48 0.270
H -1.38 -5.57 2.19 0.274
H 3.74 -2.10 0.42 0.270
H 2.80 -2.16 -1.21 0.281
H 4.61 0.33 -0.08 0.176
H 1.13 -0.85 -1.79 0.282
H -0.48 -0.78 -0.81 0.224
H 0.90 -3.70 -0.80 0.220
H -0.97 -3.07 -0.75 0.214
H -1.05 -2.77 -3.24 0.236
H -0.23 -4.45 -2.96 0.252
H 1.22 -1.41 -4.16 0.156
C -1.43 6.89 -1.29 -0.237
C -1.49 7.04 -2.62 -0.216
C -0.96 6.01 -3.53 0.462
O -1.01 6.16 -4.75 -0.467
C -0.38 4.80 -2.93 -0.217
C -0.32 4.64 -1.60 -0.228
C -0.85 5.67 -0.69 0.482
O -0.80 5.53 0.53 -0.503
H -1.81 7.63 -0.61 0.239
H -1.91 7.93 -3.08 0.241
H 0.00 4.05 -3.61 0.235
H 0.10 3.76 -1.14 0.210
```

Results
- Energy: -3647.52890 Ha
- Charge: +1